Record 1
{
  "formula": "C39H53FeN4OSi",
  "method": "ωB97M-V with the def2-TZVPD basis set",
  "s2": 0.9866,
  "orbital_gap_ev": [5.9027, 5.7217],
  "multiplicity": 2,
  "species": ["Fe", "C", "C", "C", "C", "C", "C", "C", "N", "C", "C", "C", "C", "C", "C", "C", "C", "C", "C", "N", "C", "C", "C", "N", "C", "C", "C", "C", "C", "C", "C", "C", "C", "C", "C", "C", "C", "C", "N", "C", "C", "H", "H", "H", "H", "H", "H", "H", "H", "H", "H", "H", "H", "H", "H", "H", "H", "H", "H", "H", "H", "H", "H", "H", "H", "H", "H", "H", "H", "H", "H", "H", "H", "H", "H", "H", "H", "H", "H", "H", "H", "H", "H", "H", "H", "C", "Si", "C", "C", "O", "H", "H", "H", "H", "H", "H", "H", "H", "H"],
  "xyz": [[0.032, 0.021, 0.154], [0.912, -5.435, -2.809], [1.297, -5.233, -1.340], [0.539, -4.115, -0.695], [-0.565, -4.184, 0.091], [-1.326, -5.395, 0.530], [-2.576, -5.646, -0.321], [-0.926, -2.822, 0.404], [-0.072, -1.935, -0.194], [0.843, -2.713, -0.849], [1.935, -2.238, -1.539], [2.271, -0.909, -1.653], [3.438, -0.431, -2.356], [4.402, -1.283, -3.120], [3.896, -1.618, -4.527], [3.441, 0.918, -2.219], [2.280, 1.251, -1.428], [1.937, 2.534, -1.071], [0.790, 2.882, -0.391], [-0.166, 2.005, 0.037], [-1.123, 2.784, 0.627], [-2.250, 2.309, 1.258], [-2.548, 0.978, 1.434], [-1.787, -0.063, 0.982], [-2.413, -1.186, 1.437], [-2.002, -2.477, 1.188], [-3.606, -0.851, 2.182], [-3.697, 0.503, 2.170], [-4.762, 1.376, 2.755], [-5.760, 1.878, 1.707], [-4.556, -1.846, 2.772], [-5.535, -2.408, 1.735], [-0.781, 4.182, 0.543], [0.422, 4.244, -0.085], [1.213, 5.455, -0.467], [0.967, 5.885, -1.917], [-1.637, 5.306, 1.038], [-2.803, 5.621, 0.096], [1.570, 0.128, -1.102], [4.462, 1.891, -2.723], [5.540, 2.189, -1.677], [1.466, -6.264, -3.251], [1.117, -4.536, -3.393], [-0.154, -5.649, -2.900], [2.371, -5.041, -1.266], [1.115, -6.157, -0.788], [-1.612, -5.290, 1.580], [-0.673, -6.268, 0.478], [-3.244, -4.784, -0.298], [-3.127, -6.516, 0.038], [-2.302, -5.821, -1.362], [2.589, -2.962, -2.005], [4.597, -2.207, -2.571], [5.360, -0.764, -3.190], [2.948, -2.156, -4.479], [4.613, -2.236, -5.068], [3.727, -0.706, -5.101], [2.598, 3.332, -1.379], [-2.926, 3.034, 1.691], [-2.593, -3.279, 1.610], [-4.301, 2.228, 3.261], [-5.297, 0.819, 3.526], [-5.256, 2.458, 0.932], [-6.524, 2.508, 2.163], [-6.257, 1.039, 1.217], [-5.116, -1.373, 3.580], [-3.996, -2.666, 3.229], [-6.131, -1.606, 1.297], [-6.215, -3.131, 2.188], [-5.001, -2.902, 0.922], [2.278, 5.262, -0.317], [0.956, 6.278, 0.203], [1.249, 5.093, -2.612], [1.540, 6.779, -2.165], [-0.091, 6.101, -2.077], [-1.020, 6.198, 1.158], [-2.021, 5.064, 2.032], [-2.435, 5.922, -0.885], [-3.419, 6.431, 0.492], [-3.440, 4.747, -0.047], [3.973, 2.821, -3.022], [4.926, 1.489, -3.626], [5.095, 2.606, -0.771], [6.273, 2.901, -2.058], [6.063, 1.275, -1.393], [2.872, 1.135, 3.397], [1.189, 0.334, 3.241], [-0.083, 1.505, 3.970], [1.140, -1.258, 4.222], [0.924, -0.008, 1.681], [3.091, 1.407, 4.433], [2.906, 2.046, 2.792], [3.662, 0.469, 3.043], [0.139, 1.719, 5.019], [-1.087, 1.073, 3.919], [-0.097, 2.453, 3.426], [1.291, -1.077, 5.289], [1.907, -1.957, 3.882], [0.167, -1.740, 4.092]],
  "atomic_forces_ev_per_a": [[-0.4, 0.2, -0.3], [0.0, 0.0, 0.0], [0.0, 0.0, 0.0], [0.0, 0.0, 0.0], [0.0, 0.0, 0.0], [0.0, 0.0, 0.0], [0.0, 0.0, 0.0], [0.0, 0.1, 0.0], [0.1, -0.1, 0.1], [0.0, 0.0, 0.0], [0.0, 0.0, 0.0], [0.0, 0.1, 0.0], [0.0, 0.0, 0.0], [0.0, 0.0, 0.0], [0.0, 0.0, 0.0], [0.0, 0.0, 0.0], [0.0, 0.0, 0.0], [0.0, 0.0, 0.0], [0.0, 0.0, 0.0], [0.1, 0.0, 0.2], [0.0, 0.0, 0.0], [0.0, 0.0, 0.0], [-0.1, 0.0, 0.0], [0.0, 0.0, 0.1], [0.0, 0.0, 0.0], [0.0, 0.0, 0.0], [0.0, -0.1, 0.0], [0.0, 0.1, 0.0], [0.0, 0.0, 0.0], [0.0, 0.0, 0.0], [0.0, 0.0, 0.0], [0.0, 0.0, 0.0], [0.0, 0.0, 0.0], [0.0, 0.0, 0.0], [0.0, 0.0, 0.0], [0.0, 0.0, 0.0], [0.0, 0.0, 0.0], [0.0, 0.0, 0.0], [0.1, 0.0, 0.0], [0.0, 0.0, 0.0], [0.0, 0.0, 0.0], [0.0, 0.0, 0.0], [0.0, 0.0, 0.0], [0.0, 0.0, 0.0], [0.0, 0.0, 0.0], [0.0, 0.0, 0.0], [0.0, 0.0, 0.0], [0.0, 0.0, 0.0], [0.0, 0.0, 0.0], [0.0, 0.0, 0.0], [0.0, 0.0, 0.0], [0.0, 0.0, 0.0], [0.0, 0.0, 0.0], [0.0, 0.0, 0.0], [0.0, 0.0, 0.0], [0.0, 0.0, 0.0], [0.0, 0.0, 0.0], [0.0, 0.0, 0.0], [0.0, 0.0, 0.0], [0.0, 0.0, 0.0], [0.0, 0.0, 0.0], [0.0, 0.0, 0.0], [0.0, 0.0, 0.0], [0.0, 0.0, 0.0], [0.0, 0.0, 0.0], [0.0, 0.0, 0.0], [0.0, 0.0, 0.0], [0.0, 0.0, 0.0], [0.0, 0.0, 0.0], [0.0, 0.0, 0.0], [0.0, 0.0, 0.0], [0.0, 0.0, 0.0], [0.0, 0.0, 0.0], [0.0, 0.0, 0.0], [0.0, 0.0, 0.0], [0.0, 0.0, 0.0], [0.0, 0.0, 0.0], [0.0, 0.0, 0.0], [0.0, 0.0, 0.0], [0.0, 0.0, 0.0], [0.0, 0.0, 0.0], [0.0, 0.0, 0.0], [0.0, 0.0, 0.0], [0.0, 0.0, 0.0], [0.0, 0.0, 0.0], [0.0, 0.0, 0.0], [-0.1, 0.1, 0.1], [0.0, 0.0, -0.1], [0.0, 0.0, 0.0], [0.4, -0.2, 0.1], [0.0, 0.0, 0.0], [0.0, 0.0, 0.0], [0.0, 0.0, 0.0], [0.0, 0.0, 0.0], [0.0, 0.0, 0.0], [0.0, 0.0, 0.0], [0.0, 0.0, 0.0], [0.0, 0.0, 0.0], [0.0, 0.0, 0.0]],
  "lowdin_spin": [0.9404, 0.0000, -0.0002, 0.0012, 0.0082, 0.0010, 0.0005, -0.0001, -0.0156, 0.0094, -0.0163, 0.0092, 0.0013, -0.0002, 0.0000, 0.0081, 0.0003, -0.0050, 0.0001, -0.0066, -0.0055, 0.0089, -0.0057, -0.0084, -0.0008, -0.0038, -0.0022, -0.0006, -0.0001, 0.0000, -0.0003, -0.0001, 0.0000, -0.0019, -0.0003, -0.0001, -0.0001, 0.0000, -0.0163, 0.0010, 0.0005, 0.0000, 0.0000, 0.0000, 0.0000, -0.0001, 0.0002, 0.0000, -0.0001, 0.0001, 0.0000, -0.0012, 0.0000, -0.0001, 0.0000, 0.0000, 0.0000, -0.0003, 0.0006, -0.0002, 0.0000, 0.0000, 0.0000, 0.0000, 0.0000, -0.0001, 0.0000, 0.0000, 0.0000, 0.0000, 0.0000, -0.0001, 0.0000, 0.0000, 0.0000, 0.0000, 0.0000, 0.0000, 0.0000, 0.0000, 0.0001, 0.0001, -0.0001, 0.0001, 0.0000, 0.0027, 0.0127, -0.0009, 0.0032, 0.0829, 0.0003, 0.0000, 0.0000, -0.0003, 0.0000, 0.0001, 0.0004, 0.0000, 0.0000]
}

=====

Record 2
{
  "formula": "C39H54FeN6O",
  "method": "ωB97M-V with the def2-TZVPD basis set",
  "s2": 0.8903,
  "orbital_gap_ev": [5.7651, 5.7761],
  "total_charge": -1,
  "multiplicity": 2,
  "species": ["Fe", "C", "C", "C", "C", "C", "C", "C", "C", "C", "C", "C", "C", "C", "C", "C", "C", "N", "C", "C", "C", "N", "C", "C", "C", "N", "C", "C", "C", "C", "C", "C", "C", "C", "C", "C", "C", "C", "N", "C", "C", "H", "H", "H", "H", "H", "H", "H", "H", "H", "H", "H", "H", "H", "H", "H", "H", "H", "H", "H", "H", "H", "H", "H", "H", "H", "H", "H", "H", "H", "H", "H", "H", "H", "H", "H", "H", "H", "H", "H", "H", "H", "H", "H", "H", "N", "H", "H", "H", "C", "C", "N", "O", "H", "H", "H", "H", "H", "C", "H", "H"],
  "xyz": [[-0.040, -0.120, -1.003], [-5.187, 2.224, -3.195], [-5.287, 1.669, -1.771], [-4.171, 0.724, -1.447], [-4.212, -0.632, -1.398], [-5.394, -1.531, -1.578], [-6.054, -1.908, -0.247], [-2.876, -1.066, -1.039], [-2.500, -2.370, -0.782], [-1.272, -2.761, -0.267], [-0.953, -4.133, 0.067], [-1.898, -5.290, -0.029], [-2.898, -5.337, 1.132], [0.324, -4.126, 0.524], [0.763, -2.740, 0.503], [1.964, -2.350, 1.066], [2.339, -1.053, 1.375], [1.571, 0.010, 1.114], [2.271, 1.084, 1.517], [1.867, 2.390, 1.306], [0.710, 2.809, 0.661], [-0.195, 2.021, 0.024], [-1.217, 2.840, -0.313], [-2.413, 2.421, -0.895], [-2.810, 1.112, -1.113], [-2.049, -0.001, -0.925], [-0.943, 4.216, 0.061], [0.274, 4.199, 0.667], [1.004, 5.344, 1.297], [0.773, 5.441, 2.809], [-1.869, 5.377, -0.130], [-2.958, 5.455, 0.946], [3.547, 0.686, 2.123], [3.594, -0.663, 2.025], [4.706, -1.595, 2.396], [5.572, -1.962, 1.185], [4.560, 1.615, 2.715], [4.157, 2.113, 4.107], [-0.216, -1.940, -0.015], [1.118, -5.281, 1.050], [1.039, -5.417, 2.574], [-6.002, 2.918, -3.412], [-5.225, 1.411, -3.923], [-4.241, 2.748, -3.337], [-6.244, 1.156, -1.647], [-5.291, 2.498, -1.058], [-5.088, -2.441, -2.102], [-6.130, -1.043, -2.223], [-5.334, -2.400, 0.409], [-6.902, -2.579, -0.398], [-6.409, -1.013, 0.268], [-3.244, -3.144, -0.930], [-1.328, -6.222, -0.051], [-2.444, -5.244, -0.975], [-2.374, -5.434, 2.085], [-3.586, -6.180, 1.031], [-3.483, -4.417, 1.172], [2.639, -3.148, 1.354], [2.506, 3.173, 1.701], [-3.150, 3.190, -1.097], [0.690, 6.278, 0.823], [2.076, 5.249, 1.105], [-0.287, 5.587, 3.027], [1.332, 6.272, 3.244], [1.085, 4.518, 3.301], [-2.343, 5.314, -1.114], [-1.293, 6.306, -0.127], [-3.547, 4.537, 0.961], [-3.632, 6.297, 0.770], [-2.511, 5.574, 1.934], [4.292, -2.507, 2.836], [5.330, -1.139, 3.168], [4.960, -2.398, 0.394], [6.355, -2.676, 1.454], [6.047, -1.070, 0.774], [4.703, 2.474, 2.052], [5.528, 1.112, 2.775], [3.196, 2.629, 4.068], [4.901, 2.803, 4.514], [4.050, 1.274, 4.796], [2.162, -5.179, 0.746], [0.755, -6.203, 0.588], [1.396, -4.508, 3.060], [1.638, -6.259, 2.928], [0.006, -5.575, 2.890], [-0.127, 1.325, -2.663], [-0.793, 1.161, -3.407], [0.810, 1.085, -2.971], [-0.145, 2.297, -2.384], [4.214, 0.499, -1.530], [2.967, -0.242, -2.007], [3.028, -1.212, -2.862], [1.891, 0.230, -1.482], [5.114, 0.163, -2.047], [4.329, 0.345, -0.456], [4.076, 1.571, -1.687], [3.997, -1.373, -3.116], [0.723, -1.058, -3.273], [-0.127, -1.286, -2.638], [-0.095, -2.350, -2.417], [-1.075, -1.055, -3.133]],
  "atomic_forces_ev_per_a": [[0.1, 0.2, -0.9], [0.0, 0.0, 0.0], [0.0, 0.0, 0.0], [0.0, 0.1, 0.0], [0.1, -0.1, 0.0], [0.0, 0.0, 0.0], [0.0, 0.0, 0.0], [-0.1, 0.0, -0.1], [0.0, -0.1, 0.0], [0.0, 0.1, 0.0], [0.0, 0.0, 0.0], [0.0, 0.0, 0.0], [0.0, 0.0, 0.0], [0.0, 0.0, 0.0], [-0.1, 0.0, -0.1], [0.1, -0.1, 0.0], [0.1, 0.1, 0.1], [-0.1, 0.0, 0.1], [0.1, -0.1, 0.0], [0.1, 0.1, 0.1], [0.0, 0.0, 0.0], [-0.1, 0.0, 0.2], [-0.1, 0.0, 0.0], [0.0, 0.0, 0.0], [0.0, 0.0, -0.1], [0.0, 0.0, 0.4], [0.0, 0.0, 0.0], [0.0, 0.0, 0.0], [0.0, 0.0, 0.0], [0.0, 0.0, 0.0], [0.0, 0.0, 0.0], [0.0, 0.0, 0.0], [0.0, 0.1, 0.0], [0.0, -0.1, 0.0], [0.0, 0.0, 0.0], [0.0, 0.0, 0.0], [0.0, 0.0, 0.0], [0.0, 0.0, 0.0], [0.0, 0.0, 0.1], [0.0, 0.0, 0.0], [0.0, 0.0, 0.0], [0.0, 0.0, 0.0], [0.0, 0.0, 0.0], [0.0, 0.0, 0.0], [0.0, 0.0, 0.0], [0.0, 0.0, 0.0], [0.0, 0.0, 0.0], [0.0, 0.0, 0.0], [0.0, 0.0, 0.0], [0.0, 0.0, 0.0], [0.0, 0.0, 0.0], [0.0, 0.0, 0.0], [0.0, 0.0, 0.0], [0.0, 0.0, 0.0], [0.0, 0.0, 0.0], [0.0, 0.0, 0.0], [0.0, 0.0, 0.0], [0.0, 0.0, 0.0], [0.0, 0.0, 0.0], [0.0, 0.0, 0.0], [0.0, 0.0, 0.0], [0.0, 0.0, 0.0], [0.0, 0.0, 0.0], [0.0, 0.0, 0.0], [0.0, 0.0, 0.0], [0.0, 0.0, 0.0], [0.0, 0.0, 0.0], [0.0, 0.0, 0.0], [0.0, 0.0, 0.0], [0.0, 0.0, 0.0], [0.0, 0.0, 0.0], [0.0, 0.0, 0.0], [0.0, 0.0, 0.0], [0.0, 0.0, 0.0], [0.0, 0.0, 0.0], [0.0, 0.0, 0.0], [0.0, 0.0, 0.0], [0.0, 0.0, 0.0], [0.0, 0.0, 0.0], [0.0, 0.0, 0.0], [0.0, 0.0, 0.0], [0.0, 0.0, 0.0], [0.0, 0.0, 0.0], [0.0, 0.0, 0.0], [0.0, 0.0, 0.0], [0.2, 0.0, 0.1], [0.0, 0.0, 0.1], [0.0, 0.1, -0.1], [0.0, 0.0, 0.0], [-0.1, 0.0, 0.0], [0.1, -0.1, 0.0], [-0.1, -0.1, 0.0], [0.1, 0.0, 0.1], [0.0, 0.0, 0.0], [0.0, 0.0, 0.0], [0.0, 0.0, 0.0], [0.0, 0.0, 0.0], [0.0, 0.0, 0.0], [-0.2, -0.2, -0.1], [0.0, 0.0, 0.1], [0.0, 0.0, 0.0]],
  "lowdin_spin": [1.1862, 0.0000, -0.0001, 0.0001, 0.0008, 0.0000, 0.0001, 0.0000, 0.0029, -0.0010, -0.0015, -0.0003, -0.0001, 0.0001, -0.0016, 0.0013, 0.0004, 0.0208, 0.0017, -0.0019, 0.0018, 0.0126, 0.0021, -0.0032, -0.0004, -0.0182, 0.0006, 0.0020, 0.0004, 0.0001, 0.0001, 0.0000, 0.0004, 0.0006, 0.0001, 0.0000, 0.0002, 0.0000, -0.0161, 0.0000, 0.0001, 0.0000, 0.0000, 0.0000, 0.0000, 0.0000, 0.0000, 0.0000, 0.0000, 0.0000, 0.0000, 0.0002, -0.0001, 0.0000, 0.0000, 0.0000, 0.0000, 0.0001, -0.0002, -0.0003, 0.0001, 0.0000, 0.0000, 0.0000, 0.0000, 0.0000, 0.0000, 0.0000, 0.0000, 0.0000, 0.0000, 0.0000, 0.0000, 0.0000, 0.0000, 0.0000, 0.0001, 0.0000, 0.0000, 0.0000, 0.0000, 0.0000, 0.0000, 0.0000, 0.0000, -0.0184, -0.0001, 0.0002, -0.0005, -0.0003, -0.0007, 0.0001, -0.0083, 0.0000, 0.0000, 0.0000, 0.0000, -0.0079, -0.1426, -0.0068, -0.0056]
}

=====

no.,strongest force on any atom (eV/A)
1,0.57
2,0.97